Arrangement P

DFT (ωB97M-V/def2-TZVPD) results for C4H5FS in the gas phase.

Its charge is 0. The frontier orbital gap is 9.6 eV.

XYZ file:
```
11
Properties=species:S:1:pos:R:3:mulliken_charge:R:1
S -1.56550 -0.47704 -0.04769 -0.18
F 2.36711 -0.21865 -0.02012 -0.30
C 0.56676 1.18057 -0.03170 -0.48
C -0.94926 1.25970 0.04702 -0.64
C 1.09000 -0.00979 -0.02175 0.49
C 0.13158 -1.16227 0.05350 -0.53
H 1.04481 2.16501 0.01015 0.36
H 0.19374 -1.89028 -0.67941 0.36
H -1.38832 1.84863 -0.72196 0.37
H -1.36412 1.54241 1.02691 0.28
H 0.22350 -1.67465 1.02592 0.26
```

---

Arrangement Q

DFT (ωB97M-V/def2-TZVPD) results for C4H5FS in the gas phase.

Its charge is 0. The frontier orbital gap is 7.8 eV.

XYZ file:
```
11
Properties=species:S:1:pos:R:3:mulliken_charge:R:1
S -2.68718 -0.42242 0.19666 -0.20
F 2.48243 -0.34350 0.30860 -0.21
C 1.31601 -0.95094 -0.06222 -0.24
C -0.19417 1.38581 -0.02815 -0.97
C -1.10042 -0.86029 -0.18425 -0.37
C 0.15394 -0.04692 -0.27637 0.66
H -0.63407 1.30280 1.10499 0.28
H -0.96843 1.83252 -0.81388 0.29
H 1.59779 -2.07460 -0.09602 0.29
H -0.73546 -1.94432 -0.18159 0.19
H 0.76957 2.12186 0.03223 0.29
```

---

Winner for stability: arrangement P

---

Arrangement P

DFT (ωB97M-V/def2-TZVPD) results for 2 unconnected molecules or ions with the total composition C3H7O3.

Its charge is -1. The frontier orbital gap is 8.9 eV.

XYZ file:
```
13
Properties=species:S:1:pos:R:3:mulliken_charge:R:1
O -0.79776 0.10656 -1.81251 -0.61
O 0.61472 0.40511 2.32279 -0.65
O 0.41547 1.28403 0.19254 -0.68
C -0.15448 -1.12739 -1.60446 -0.26
C 0.54774 1.33592 1.47382 -0.04
C -0.55004 -1.72852 -0.27622 -0.69
H -0.38996 -1.75400 -2.48763 0.29
H -0.38690 -1.00222 0.53078 0.11
H -1.61304 -1.97877 -0.21329 0.24
H 0.05699 -2.59288 -0.06258 0.29
H 0.72507 2.37971 1.87159 0.33
H -0.25604 0.69409 -1.18701 0.47
H 0.94512 -0.99160 -1.63327 0.22
```

---

Arrangement Q

DFT (ωB97M-V/def2-TZVPD) results for 2 unconnected molecules or ions with the total composition C3H7O3.

Its charge is -1. The frontier orbital gap is 9.0 eV.

XYZ file:
```
13
Properties=species:S:1:pos:R:3:mulliken_charge:R:1
O 2.42544 -0.22711 0.37645 -0.75
O 0.10097 0.82419 1.29846 -0.60
O 1.24835 -1.27941 -1.24440 -0.62
C 2.27580 -0.99609 -0.61869 -0.02
C -0.74733 1.01302 0.17882 -0.27
C -1.79812 -0.08329 0.09841 -0.88
H -1.25869 1.97477 0.35503 0.29
H 3.23389 -1.45804 -0.96773 0.38
H 0.88291 0.23691 1.01032 0.44
H -2.23698 -0.22165 1.09133 0.25
H -0.14480 1.06281 -0.73267 0.23
H -1.36414 -1.02571 -0.24969 0.24
H -2.61732 0.17960 -0.59565 0.29
```

---

Arrangement R

DFT (ωB97M-V/def2-TZVPD) results for 2 unconnected molecules or ions with the total composition C3H7O3.

Its charge is -1. The frontier orbital gap is 7.5 eV.

XYZ file:
```
13
Properties=species:S:1:pos:R:3:mulliken_charge:R:1
O -0.06281 -0.33698 -1.02630 -0.75
O -2.06338 0.79173 2.49264 -0.53
O 1.65665 -1.77287 -1.18068 -0.73
C -1.74486 -0.19485 1.47730 -0.26
C 1.13564 -0.64209 -1.26774 0.58
C 2.05849 0.51860 -1.65682 -0.83
H -2.52846 -0.17391 0.72249 0.22
H -0.85707 0.06932 0.91038 0.06
H 2.39229 0.44517 -2.69876 0.22
H -1.67169 -1.17370 1.94830 0.23
H -2.91220 0.53865 2.85264 0.27
H 3.00288 0.44603 -1.10474 0.26
H 1.59452 1.48491 -1.46870 0.26
```

---

Winner for stability: arrangement Q

---

Arrangement P

DFT (ωB97M-V/def2-TZVPD) results for 2 unconnected molecules or ions with the total composition C3H7O3.

Its charge is -1. The frontier orbital gap is 8.7 eV.

XYZ file:
```
13
Properties=species:S:1:pos:R:3:mulliken_charge:R:1
O 0.47429 0.00720 -2.01278 -0.72
O -2.25036 -1.73057 1.53024 -0.75
O -0.41642 -0.85284 -0.00170 -0.76
C 0.45127 1.30506 0.12181 -0.19
C 0.13151 0.03864 -0.77932 0.39
C 1.91558 1.28574 0.56700 -1.28
H 2.50542 1.07688 -0.26367 0.34
H 2.09335 0.50617 1.24239 0.35
H -2.88543 -1.23782 0.98840 0.26
H 2.07432 2.24275 0.94611 0.34
H 0.30439 2.27180 -0.55008 0.23
H -0.14626 1.37090 1.00906 0.28
H -1.39600 -1.39766 1.04481 0.51
```

---

Arrangement Q

DFT (ωB97M-V/def2-TZVPD) results for 2 unconnected molecules or ions with the total composition C3H7O3.

Its charge is -1. The frontier orbital gap is 7.4 eV.

XYZ file:
```
13
Properties=species:S:1:pos:R:3:mulliken_charge:R:1
O -0.94189 1.51115 -1.99063 -0.70
O -0.60397 -2.03760 2.17892 -0.53
O 0.27794 1.00038 -0.11757 -0.73
C 0.01366 1.05202 -1.34261 0.53
C -0.88359 -0.64947 1.99343 -0.36
C 1.22033 0.56910 -2.26260 -0.86
H 2.07294 0.28841 -1.64283 0.28
H 0.93415 -0.12900 -3.05418 0.25
H 1.53144 1.52024 -2.72672 0.20
H -0.97465 -0.11644 2.94625 0.25
H -0.78646 -2.34816 3.06824 0.28
H -0.05770 -0.14495 1.53026 0.20
H -1.80221 -0.51567 1.42004 0.19
```

---

Arrangement R

DFT (ωB97M-V/def2-TZVPD) results for 2 unconnected molecules or ions with the total composition C3H7O3.

Its charge is -1. The frontier orbital gap is 8.1 eV.

XYZ file:
```
13
Properties=species:S:1:pos:R:3:mulliken_charge:R:1
O -1.31695 1.30359 0.67615 -0.72
O 1.44255 1.09558 -2.39437 -0.53
O -1.00497 -0.74856 -0.19547 -0.71
C -1.85005 -0.56441 2.03234 -0.87
C -1.32004 0.05548 0.71198 0.60
C 2.21508 0.23617 -1.58302 -0.54
H 0.55212 1.08671 -2.01621 0.35
H -2.03815 -1.63648 1.89882 0.26
H -1.10523 -0.46465 2.80332 0.22
H -2.82241 -0.13829 2.28078 0.26
H 2.57620 0.57494 -0.61332 0.23
H 3.03440 -0.12198 -2.21196 0.26
H 1.63745 -0.67811 -1.38903 0.22
```

---

Winner for stability: arrangement P

---

Arrangement P

DFT (ωB97M-V/def2-TZVPD) results for 2 unconnected molecules or ions with the total composition CH4BrP.

Its charge is 0. The frontier orbital gap is 9.6 eV.

XYZ file:
```
7
Properties=species:S:1:pos:R:3:mulliken_charge:R:1
Br -2.01851 1.69228 -1.42741 -0.18
P -0.22145 1.64326 -0.07521 0.07
C 0.25736 -0.14394 -0.43437 -0.89
H -0.61653 -0.80161 -0.27522 0.33
H 1.12153 -0.27896 0.13675 0.33
H -1.45433 1.31913 1.30305 0.04
H 0.17772 -0.22502 -1.59868 0.30
```

---

Arrangement Q

DFT (ωB97M-V/def2-TZVPD) results for 2 unconnected molecules or ions with the total composition CH4BrP.

Its charge is 0. The frontier orbital gap (spin up / spin down) is 9.0 / 4.8 eV.

XYZ file:
```
7
Properties=species:S:1:pos:R:3:mulliken_charge:R:1
Br 3.49786 0.25128 0.38546 0.00
P -1.05234 -1.26851 0.19440 -0.05
C 0.23534 0.00262 0.07128 -0.83
H -0.17211 1.00934 -0.43475 0.31
H 1.00658 -0.35942 -0.48338 0.20
H 0.54888 0.33726 1.00604 0.35
H -0.80602 -1.97287 -1.08568 0.03
```

---

Winner for stability: arrangement P

---

Arrangement P

DFT (ωB97M-V/def2-TZVPD) results for C4H10N2O2 in the gas phase.

Its charge is 0. The frontier orbital gap (spin up / spin down) is 6.6 / 5.6 eV.

XYZ file:
```
18
Properties=species:S:1:pos:R:3:mulliken_charge:R:1
O 2.54246 -0.73045 0.04587 -0.48
O 1.29025 0.78350 -1.11603 -0.53
N 0.02279 2.11868 0.69102 -0.47
N -0.13578 0.89879 1.39927 -0.68
C -1.31496 -0.42505 0.12736 -0.50
C -1.16910 -1.53016 -0.90294 -1.16
C 1.38677 0.01805 0.01644 0.18
C 0.35050 -0.35170 0.86020 0.20
H -1.68846 0.48603 -0.33225 0.29
H 0.60909 1.47198 -0.90432 0.54
H -0.51052 -1.23393 -1.71982 0.29
H 0.89512 2.55916 1.01337 0.23
H 2.90481 -0.75306 -0.85069 0.36
H -1.99396 -0.69436 0.93116 0.43
H -2.16354 -1.74208 -1.31650 0.39
H 0.51654 -1.14390 1.58004 0.42
H -0.79277 -2.45792 -0.46955 0.30
H -0.74924 2.72644 0.94737 0.23
```

---

Arrangement Q

DFT (ωB97M-V/def2-TZVPD) results for 2 unconnected molecules or ions with the total composition C4H10N2O2.

Its charge is 0. The frontier orbital gap is 10.3 eV.

XYZ file:
```
18
Properties=species:S:1:pos:R:3:mulliken_charge:R:1
O 1.90663 0.89130 -0.16906 -0.61
O -1.84729 -0.96052 0.00106 -0.65
N 1.37624 -1.15338 0.60050 -0.35
N -1.38366 1.28939 -0.53198 -0.37
C 3.67265 -0.41259 0.62282 -0.85
C 2.28586 -0.10637 0.39964 0.67
C -3.58895 0.32003 -0.79085 -1.11
C -2.14982 0.17965 -0.40083 0.83
H -1.86960 1.95284 -1.19195 0.22
H -4.15880 -0.39964 -1.26947 0.34
H 4.00122 0.29195 1.40597 0.26
H -3.54915 1.24823 -1.25669 0.32
H -0.36160 1.19698 -0.14592 0.20
H 4.10203 -0.47297 -0.40978 0.25
H 0.39892 -1.00693 0.50083 0.11
H -4.16013 0.61884 0.23694 0.21
H 1.52191 -1.98455 1.40531 0.27
H 3.80352 -1.49227 0.99346 0.26
```

---

Winner for stability: arrangement Q